154
Properties=species:S:1:pos:R:3:forces:R:3:lowdin_charge:R:1 method="wB97M-V/def2-TZVPD" smiles="CCOC[C@](CCO[Si](C)(C)C)(CCC(C)C)OC(=O)C(F)(F)C(F)F.O=C1CCCO1.O=C1CCCO1.O=C1CCCO1.O=C1CCCO1.O=C1CCCO1.O=C1CCCO1.O=C1CCCO1.O=C1CCCO1" molar_mass_g_mol=1093.24 charge=0 gap_ev=9.33 spin_multiplicity=1 total_energy_ha=-4108.846874
C -6.0528 3.3456 1.0687 0.1 -0.5 -0.2 -0.06
C -5.2940 2.0753 0.6313 -0.6 0.8 -0.6 -0.23
O -5.0471 2.1563 -0.7761 0.0 -0.2 -0.6 -0.15
C -3.7870 2.6836 -1.0850 0.3 -0.3 1.3 -0.14
C -2.6651 1.6043 -1.2289 1.0 1.9 -0.5 -0.34
C -1.3875 2.2834 -0.6757 0.2 -0.7 -0.2 -0.09
C -0.2215 1.2864 -0.5287 0.6 0.8 -0.1 -0.24
O 0.4509 1.5346 0.7006 -0.5 -0.8 0.4 -0.20
Si -0.1837 0.5837 1.9407 0.6 -0.1 1.6 0.51
C -1.9271 1.0917 2.5048 0.0 -0.2 0.2 -0.15
C 0.9433 0.8470 3.4485 -0.5 0.3 -0.6 -0.15
C -0.2196 -1.2652 1.5556 0.5 0.6 0.6 -0.13
C -2.3566 1.2715 -2.7180 -1.0 -0.1 0.0 -0.09
C -3.5543 1.4152 -3.6989 0.5 -0.1 -0.6 -0.16
C -3.5015 0.4860 -4.9351 0.3 -0.6 0.2 -0.38
C -4.1981 -0.9036 -4.6977 0.1 1.6 -0.6 -0.05
C -2.0687 0.3827 -5.5667 -1.6 0.0 0.0 -0.06
O -2.8539 0.4648 -0.3479 0.3 0.3 -0.4 0.05
C -3.4446 -0.6220 -0.8250 4.0 -0.5 2.1 -0.42
O -4.4671 -0.7188 -1.3221 -4.8 -0.2 -2.6 0.25
C -2.6343 -1.9300 -0.5819 -0.5 0.6 0.8 -0.39
F -2.9669 -2.8071 -1.5297 -0.4 -0.7 -0.9 0.14
F -1.3235 -1.7478 -0.6835 0.5 0.1 -1.0 0.11
C -2.9922 -2.6128 0.7576 -1.0 -0.4 -1.9 -0.29
F -1.9815 -3.4349 1.0779 -0.5 5.9 -3.0 0.00
F -3.2536 -1.7521 1.7188 -0.3 0.5 0.9 0.14
H -6.7769 3.0709 1.8363 0.2 0.3 0.3 0.07
H -5.3931 4.1559 1.3766 0.0 -0.1 0.2 0.07
H -6.6205 3.7058 0.2095 0.0 -0.1 0.0 0.08
H -4.3388 1.9363 1.1369 -0.2 -0.2 0.3 0.10
H -5.9637 1.2254 0.7613 0.3 -0.2 0.1 0.12
H -3.4969 3.3287 -0.2435 0.1 0.0 -0.1 0.12
H -3.8069 3.3481 -1.9489 -0.2 -0.3 -0.2 0.14
H -1.0602 3.0899 -1.3352 -0.3 0.0 -0.1 0.13
H -1.5827 2.7611 0.2826 0.0 -0.3 0.1 0.10
H -0.5289 0.2395 -0.5977 -0.1 0.3 -0.1 0.08
H 0.5287 1.4621 -1.3038 -0.1 -0.1 -0.2 0.13
H -2.1670 2.1423 2.3223 -0.1 -0.1 -0.1 0.03
H -1.9532 0.9738 3.5940 0.1 0.0 0.0 0.03
H -2.7079 0.4273 2.1260 0.1 0.4 -0.1 0.00
H 0.3886 1.3949 4.2186 0.1 0.1 -0.1 0.03
H 1.8300 1.4464 3.2013 -0.4 -0.6 0.2 0.00
H 1.2023 -0.1071 3.9124 0.2 0.0 -0.2 0.03
H 0.4950 -1.5060 0.7618 -0.3 -0.1 0.0 0.06
H 0.1157 -1.7941 2.4684 -0.1 0.6 -0.6 0.04
H -1.2324 -1.6092 1.3404 1.5 0.6 0.4 0.00
H -1.8240 0.3222 -2.8394 -0.2 -0.1 0.3 0.12
H -1.6354 2.0251 -3.0332 0.1 -0.1 0.1 0.12
H -3.5019 2.4360 -4.0970 -0.1 0.0 0.1 0.11
H -4.5294 1.3313 -3.2211 0.1 -0.2 0.2 0.11
H -4.1107 0.9720 -5.7048 0.0 0.0 0.1 0.12
H -4.6193 -1.1848 -5.6647 0.3 -0.5 0.1 0.07
H -3.5218 -1.6635 -4.3260 -0.1 -0.2 0.2 0.05
H -5.0555 -0.7267 -4.0488 0.1 -0.3 0.3 0.07
H -2.1268 -0.3779 -6.3459 0.2 0.0 0.0 0.05
H -1.8772 1.3481 -6.0401 0.5 -0.1 0.1 0.08
H -1.2949 0.1029 -4.8556 0.1 0.1 0.0 0.07
H -3.8458 -3.2657 0.5779 -0.4 0.2 0.1 0.19
O -1.0580 -2.9961 3.5779 0.0 0.1 0.9 0.10
C -0.9421 -4.1461 3.2882 -0.4 -0.5 -0.5 -0.46
C -1.8844 -4.9522 2.4199 1.0 -3.5 1.8 -0.08
C -1.4609 -6.3806 2.7280 -0.1 -0.1 0.4 -0.15
C 0.0108 -6.2135 3.0708 -0.1 -0.2 -0.2 -0.15
O 0.1111 -4.9104 3.6736 0.0 0.0 0.1 0.04
H -1.7122 -4.6885 1.3718 0.6 -3.7 1.8 0.10
H -2.9200 -4.7682 2.6925 0.0 0.1 -0.1 0.13
H -1.6348 -7.0788 1.9110 0.0 0.0 0.0 0.12
H -2.0044 -6.7409 3.5964 0.1 -0.2 0.1 0.08
H 0.6509 -6.2372 2.1850 0.0 0.1 0.0 0.12
H 0.3600 -6.9658 3.7753 0.1 0.2 0.1 0.12
O -2.3545 -2.8739 -6.6760 0.1 0.1 0.0 0.09
C -1.6409 -3.7064 -6.1924 -0.2 -0.2 0.2 -0.46
C -1.7331 -4.2699 -4.7885 0.6 0.0 0.1 -0.07
C -0.3770 -4.9497 -4.6263 -0.2 0.0 0.2 -0.14
C -0.0392 -5.3349 -6.0557 0.4 -0.4 0.3 -0.15
O -0.6439 -4.3077 -6.8720 -0.1 0.1 0.1 0.03
H -2.5577 -4.9840 -4.7477 -0.1 0.1 0.0 0.13
H -1.8818 -3.4775 -4.0608 -0.3 0.0 -0.1 0.10
H -0.3851 -5.7973 -3.9433 0.0 0.0 -0.1 0.12
H 0.3521 -4.2269 -4.2553 0.0 0.0 0.0 0.12
H -0.4695 -6.3016 -6.3367 -0.1 0.1 0.0 0.13
H 1.0385 -5.3580 -6.2426 -0.6 0.1 -0.1 0.09
O 2.5925 -4.9263 -7.2255 0.8 0.1 0.1 0.10
C 2.6194 -4.7757 -8.4135 -0.5 0.1 -0.1 -0.46
C 1.5301 -5.1531 -9.3947 0.3 -0.1 -0.4 -0.07
C 2.2661 -5.1051 -10.7269 -0.2 -0.2 -0.2 -0.16
C 3.3328 -4.0600 -10.4609 0.0 0.0 -0.3 -0.14
O 3.6485 -4.1897 -9.0595 0.0 -0.1 0.1 0.04
H 0.7323 -4.4098 -9.3405 0.0 0.0 0.1 0.11
H 1.1407 -6.1453 -9.1799 -0.1 0.1 0.2 0.13
H 1.6293 -4.8633 -11.5733 0.0 0.1 0.0 0.10
H 2.7354 -6.0724 -10.9231 0.1 0.0 0.0 0.12
H 2.9739 -3.0451 -10.6428 0.0 0.0 0.1 0.13
H 4.2316 -4.2263 -11.0508 0.1 0.1 0.2 0.12
O 3.1634 2.7443 3.9010 0.1 0.2 -0.1 0.11
C 3.8649 2.4684 4.8262 0.2 0.4 0.1 -0.47
C 5.1236 3.1935 5.2550 0.2 -0.6 0.1 -0.08
C 5.7708 2.1876 6.1963 0.2 0.1 0.1 -0.15
C 4.5649 1.4446 6.7467 0.1 -0.1 0.1 -0.16
O 3.5984 1.4498 5.6816 0.0 0.0 0.0 0.03
H 4.8448 4.1123 5.7712 0.0 0.0 -0.1 0.12
H 5.7559 3.4141 4.4015 -0.2 0.3 -0.1 0.12
H 6.3881 2.6413 6.9692 -0.1 0.0 0.0 0.12
H 6.3992 1.5021 5.6248 0.0 0.0 0.0 0.12
H 4.1278 1.9459 7.6138 0.0 0.0 0.0 0.13
H 4.7996 0.4170 7.0166 -0.2 -0.1 -0.1 0.12
O 7.1961 5.4005 5.5629 0.2 -0.4 0.3 0.12
C 6.6366 6.4363 5.7536 0.0 0.2 -0.5 -0.49
C 6.7076 7.6767 4.8881 -0.1 0.4 0.4 -0.06
C 6.1419 8.7477 5.8133 0.0 0.1 -0.1 -0.16
C 5.1933 7.9463 6.6878 -0.1 0.2 0.0 -0.15
O 5.7912 6.6401 6.7944 0.0 0.0 0.0 0.02
H 6.0840 7.5268 4.0049 0.1 -0.1 0.0 0.13
H 7.7324 7.8896 4.5977 0.0 -0.2 -0.2 0.13
H 5.6548 9.5696 5.2916 0.0 0.0 0.0 0.12
H 6.9421 9.1653 6.4206 0.0 0.0 0.0 0.09
H 4.2025 7.8386 6.2395 0.0 -0.1 0.0 0.13
H 5.0840 8.3770 7.6809 0.0 -0.2 0.1 0.12
O -0.3562 -3.4102 -11.7841 0.4 0.0 0.0 0.11
C -1.3024 -2.9977 -11.1792 -0.4 -0.2 -0.1 -0.49
C -2.6704 -2.6850 -11.7511 -0.1 0.5 0.3 -0.07
C -3.2975 -1.8483 -10.6413 -0.1 0.0 -0.2 -0.15
C -2.6087 -2.3934 -9.4004 -0.3 0.3 -0.2 -0.16
O -1.2922 -2.7841 -9.8482 0.0 0.1 -0.1 0.03
H -3.2080 -3.6207 -11.9125 0.1 0.0 -0.1 0.13
H -2.5847 -2.1312 -12.6820 0.1 -0.3 -0.1 0.12
H -4.3829 -1.9171 -10.5946 0.0 0.0 0.1 0.12
H -3.0335 -0.7982 -10.7814 0.0 0.0 0.0 0.12
H -3.1120 -3.2696 -8.9956 0.1 0.0 0.0 0.12
H -2.5211 -1.6514 -8.6190 0.2 -0.1 0.1 0.11
O -4.2820 -7.1488 3.5939 0.0 0.3 -0.3 0.12
C -4.5142 -7.3932 4.7374 -0.1 -0.4 0.0 -0.48
C -5.4958 -8.4209 5.2625 -0.2 0.3 0.5 -0.07
C -5.6463 -8.0054 6.7223 -0.1 -0.2 0.0 -0.16
C -4.2955 -7.3728 7.0142 -0.1 0.0 0.2 -0.15
O -3.8761 -6.7886 5.7678 -0.1 0.0 0.0 0.03
H -5.0544 -9.4137 5.1630 0.0 0.0 -0.1 0.13
H -6.4377 -8.3686 4.7243 0.1 -0.1 -0.2 0.13
H -5.8906 -8.8267 7.3934 0.1 0.0 0.0 0.12
H -6.4336 -7.2551 6.8103 0.0 0.0 0.0 0.12
H -3.5488 -8.1086 7.3211 0.0 0.0 0.0 0.13
H -4.3572 -6.5978 7.7743 0.1 0.1 -0.1 0.13
O 8.4384 11.1552 6.3669 0.0 -0.4 -0.3 0.13
C 8.3248 11.4724 7.5094 0.0 0.5 0.0 -0.49
C 8.7921 12.7684 8.1394 0.2 -0.2 0.6 -0.07
C 8.7428 12.4400 9.6282 0.1 0.2 0.0 -0.16
C 7.6310 11.4057 9.6903 0.0 0.1 0.2 -0.15
O 7.6996 10.7026 8.4362 0.1 0.0 0.0 0.02
H 8.0934 13.5624 7.8722 0.0 0.0 -0.1 0.13
H 9.7961 13.0196 7.8103 -0.1 0.1 -0.3 0.13
H 8.5627 13.3034 10.2660 -0.1 0.0 0.0 0.12
H 9.6871 11.9876 9.9350 0.0 0.0 0.0 0.12
H 6.6425 11.8622 9.7784 0.0 0.0 0.0 0.13
H 7.7665 10.7015 10.5078 -0.1 -0.2 -0.1 0.13